one | Density functional theory data (ωB97M-V/def2-TZVPD) for C3H5NO in the gas phase.

XYZ file:
```
10
Properties=species:S:1:pos:R:3:mulliken_charge:R:1
C 1.329 -0.878 0.878 -0.63
C 0.689 0.030 0.119 -0.14
C -0.673 -0.174 -0.325 0.52
N -1.148 0.851 -1.154 -0.61
O -1.264 -1.255 -0.190 -0.56
H 2.327 -0.852 1.272 0.30
H 0.627 -1.602 1.296 0.24
H 1.351 0.840 -0.329 0.22
H -0.881 1.930 -0.625 0.31
H -2.357 1.109 -0.942 0.34
```

SMILES string: C=CC(N)=O
LUMO: 0.2 eV
HOMO-LUMO gap: 10.30 eV
Highest occupied orbital energy: -10.1 eV
Total charge: 0



two | Density functional theory data (ωB97M-V/def2-TZVPD) for C3H5NO in the gas phase.

XYZ file:
```
10
Properties=species:S:1:pos:R:3:mulliken_charge:R:1
C 1.235 0.264 1.224 -0.63
O 0.970 -0.347 -0.067 -0.35
C -0.225 -0.172 -0.356 0.51
N -1.373 0.025 0.066 -0.51
C -1.299 -0.243 -1.447 -0.30
H 0.404 0.882 1.451 0.39
H 2.168 0.779 1.046 0.21
H 1.339 -0.542 1.853 0.26
H -1.423 0.608 -2.116 0.22
H -1.797 -1.254 -1.657 0.20
```

SMILES string: COC1=NC1
LUMO: 0.9 eV
HOMO-LUMO gap: 10.34 eV
Highest occupied orbital energy: -9.4 eV
Total charge: 0



Most stable: one. Least stable: two.



one | Density functional theory data (ωB97M-V/def2-TZVPD) for C3H5NO as an isolated structure.

XYZ file:
```
10
Properties=species:S:1:pos:R:3:mulliken_charge:R:1
C -1.198 0.951 0.061 -0.49
O -0.686 0.497 -1.004 -0.39
C 0.623 -0.701 -0.689 -0.19
C 0.873 -0.388 0.722 0.20
N 1.800 -1.060 1.096 -0.50
H -1.966 0.377 0.599 0.36
H -1.065 2.006 0.333 0.36
H 0.094 0.391 1.167 0.19
H 1.388 -0.414 -1.407 0.24
H 0.137 -1.658 -0.878 0.23
```

LUMO (alpha / beta): -0.4 / -0.3 eV
HOMO-LUMO gap (alpha / beta): 8.57 / 8.13 eV
Highest occupied orbital energy (alpha / beta): -8.9 / -8.4 eV
Total charge: 0



two | Density functional theory data (ωB97M-V/def2-TZVPD) for C3H5NO in the gas phase.

XYZ file:
```
10
Properties=species:S:1:pos:R:3:mulliken_charge:R:1
O -0.245 -0.573 -1.965 -0.55
C -0.782 -0.189 -0.937 0.11
N -0.031 0.175 0.147 -0.06
C -0.199 0.342 1.622 -0.42
C 1.209 0.251 0.896 -0.32
H -1.856 -0.171 -0.873 0.33
H -0.694 1.240 1.998 0.27
H -0.379 -0.642 2.211 0.20
H 1.866 -0.607 1.009 0.23
H 1.875 1.118 0.855 0.19
```

SMILES string: O=CN1CC1
LUMO: 0.9 eV
HOMO-LUMO gap: 10.48 eV
Highest occupied orbital energy: -9.6 eV
Total charge: 0



three | Density functional theory data (ωB97M-V/def2-TZVPD) for C3H5NO in the gas phase.

XYZ file:
```
10
Properties=species:S:1:pos:R:3:mulliken_charge:R:1
C -1.189 -0.721 -0.078 -0.75
O -0.709 0.512 -0.595 -0.34
C 0.535 0.847 0.048 -0.25
C 1.629 -0.024 -0.176 0.28
N 2.670 -0.500 -0.280 -0.36
H -1.397 -0.510 0.963 0.33
H -2.137 -0.805 -0.565 0.24
H -0.515 -1.547 -0.149 0.31
H 0.241 0.858 1.076 0.30
H 0.872 1.889 -0.247 0.25
```

SMILES string: COCC#N
LUMO: 0.7 eV
HOMO-LUMO gap: 11.58 eV
Highest occupied orbital energy: -10.8 eV
Total charge: 0



four | Density functional theory data (ωB97M-V/def2-TZVPD) for C3H5NO in the gas phase.

XYZ file:
```
10
Properties=species:S:1:pos:R:3:mulliken_charge:R:1
C 0.229 -1.579 -0.623 -0.60
O -0.264 -0.308 -0.964 -0.34
C -0.112 0.527 0.080 0.53
N 0.332 0.692 1.253 -0.52
C -0.364 1.855 0.560 -0.28
H 1.318 -1.805 -0.943 0.23
H -0.221 -2.457 -1.089 0.25
H 0.139 -1.654 0.482 0.30
H 0.259 2.720 0.300 0.22
H -1.315 2.007 0.943 0.22
```

SMILES string: COC1=NC1
LUMO: 1.0 eV
HOMO-LUMO gap: 11.07 eV
Highest occupied orbital energy: -10.1 eV
Total charge: 0



Most stable: three. Least stable: one.



one | Density functional theory data (ωB97M-V/def2-TZVPD) for C3H5NO in the gas phase.

XYZ file:
```
10
Properties=species:S:1:pos:R:3:mulliken_charge:R:1
C 0.540 0.756 0.736 -0.50
C -0.690 0.062 0.529 0.03
N -0.813 -0.984 -0.350 -0.62
C 0.033 -0.803 -1.398 0.16
O 0.931 0.048 -1.542 -0.60
H 0.556 1.758 1.178 0.30
H 1.486 0.233 0.658 0.27
H -0.243 -0.196 1.647 0.19
H -1.606 0.614 0.790 0.38
H -0.191 -1.485 -2.241 0.38
```

LUMO: -0.4 eV
HOMO-LUMO gap: 8.58 eV
Highest occupied orbital energy: -9.0 eV
Total charge: 0



two | Density functional theory data (ωB97M-V/def2-TZVPD) for C3H5NO as an isolated structure.

XYZ file:
```
10
Properties=species:S:1:pos:R:3:mulliken_charge:R:1
C -1.066 -0.061 -0.072 -1.28
C 0.387 -0.490 0.194 0.50
O 1.022 -1.220 -0.809 -0.50
C 0.502 0.958 0.246 0.13
N 0.532 2.173 0.246 -0.54
H -1.291 -0.093 -1.140 0.35
H -0.639 1.625 0.120 0.44
H -1.810 -0.559 0.556 0.30
H 0.492 -0.918 1.198 0.28
H 1.935 -1.395 -0.548 0.32
```

LUMO: 0.5 eV
HOMO-LUMO gap: 8.53 eV
Highest occupied orbital energy: -8.1 eV
Total charge: 0



Most stable: one. Least stable: two.



one | Density functional theory data (ωB97M-V/def2-TZVPD) for a 2-piece molecular cluster, C3H5NO overall.

XYZ file:
```
10
Properties=species:S:1:pos:R:3:mulliken_charge:R:1
C 0.028 0.858 -1.777 -0.92
C 0.901 0.457 -0.968 0.73
O 1.781 0.186 -0.274 -0.33
H -0.972 0.735 -1.650 0.34
H 0.356 1.162 -2.911 0.19
C -0.615 -0.314 1.528 -0.18
N -0.223 -1.327 0.893 -0.43
H -0.456 0.590 0.973 0.14
H -0.758 -0.282 2.662 0.24
H -0.042 -2.066 1.524 0.22
```

SMILES string: C=C=O.C=N
LUMO: 1.0 eV
HOMO-LUMO gap: 10.19 eV
Highest occupied orbital energy: -9.2 eV
Total charge: 0



two | Density functional theory data (ωB97M-V/def2-TZVPD) for C3H5NO in the gas phase.

XYZ file:
```
10
Properties=species:S:1:pos:R:3:mulliken_charge:R:1
C -1.191 -0.056 -0.092 -1.12
C 0.297 -0.153 0.139 0.59
O 0.915 -1.283 -0.413 -0.51
C 1.048 1.104 -0.140 -0.01
N 1.600 1.797 0.603 -0.37
H -1.482 -0.025 -1.144 0.30
H -1.567 0.838 0.417 0.35
H -1.629 -0.936 0.384 0.30
H 0.443 -0.164 1.226 0.12
H 1.595 -1.022 -1.039 0.36
```

SMILES string: C[C@@H](O)C#N
LUMO: 0.1 eV
HOMO-LUMO gap: 10.95 eV
Highest occupied orbital energy: -10.9 eV
Total charge: 0



three | Density functional theory data (ωB97M-V/def2-TZVPD) for C3H5NO in the gas phase.

XYZ file:
```
10
Properties=species:S:1:pos:R:3:mulliken_charge:R:1
H -0.249 -0.613 -2.179 0.28
N 0.055 0.285 -1.775 -0.66
C -0.160 0.260 -0.518 0.57
C 0.488 1.025 0.547 -0.76
C -0.428 -1.042 0.325 -0.07
O -0.336 -2.133 -0.245 -0.48
H 1.471 1.422 0.302 0.30
H -0.201 1.677 1.084 0.29
H 0.535 -0.029 1.345 0.19
H -1.173 -0.853 1.116 0.33
```

SMILES string: [H]/N=C(/C)C=O
LUMO: -0.3 eV
HOMO-LUMO gap: 9.36 eV
Highest occupied orbital energy: -9.6 eV
Total charge: 0



four | Density functional theory data (ωB97M-V/def2-TZVPD) for C3H5NO in the gas phase.

XYZ file:
```
10
Properties=species:S:1:pos:R:3:mulliken_charge:R:1
H -0.693 -0.082 -2.336 0.29
N -1.244 0.352 -1.592 -0.64
C -0.532 0.037 -0.603 0.45
C 0.737 -0.613 -0.253 -0.63
C -0.159 0.020 0.812 -0.05
O 0.381 1.130 1.449 -0.51
H 1.617 -0.031 -0.520 0.24
H 0.862 -1.692 -0.265 0.25
H -0.696 -0.692 1.442 0.29
H -0.339 1.624 1.857 0.32
```

SMILES string: [H]/N=C1\C[C@H]1O
LUMO: 0.8 eV
HOMO-LUMO gap: 10.25 eV
Highest occupied orbital energy: -9.5 eV
Total charge: 0



Most stable: two. Least stable: three.



one | Density functional theory data (ωB97M-V/def2-TZVPD) for C3H5NO in the gas phase.

XYZ file:
```
10
Properties=species:S:1:pos:R:3:mulliken_charge:R:1
C -0.122 -0.958 -0.491 -0.28
O 0.935 -0.084 -0.705 -0.37
C 0.636 1.118 0.028 -0.13
C -0.395 0.799 1.080 -0.36
N -0.760 -0.408 0.724 -0.02
H 0.246 -1.978 -0.335 0.25
H -0.849 -0.949 -1.320 0.26
H -1.477 -0.931 1.212 0.17
H 0.217 1.886 -0.643 0.24
H 1.568 1.503 0.450 0.24
```

LUMO: 0.9 eV
HOMO-LUMO gap: 9.71 eV
Highest occupied orbital energy: -8.8 eV
Total charge: 0



two | Density functional theory data (ωB97M-V/def2-TZVPD) for C3H5NO in the gas phase.

XYZ file:
```
10
Properties=species:S:1:pos:R:3:mulliken_charge:R:1
C -1.801 0.479 -0.353 -0.38
C 1.862 -0.191 -0.468 -0.43
N 0.695 -0.150 0.032 -0.37
C -0.120 -0.354 1.032 -0.02
O -1.408 -0.004 0.765 -0.25
H -2.851 0.714 -0.419 0.29
H -1.076 0.621 -1.146 0.27
H 1.956 0.161 -1.496 0.23
H 2.780 -0.540 0.010 0.26
H -0.036 -0.737 2.042 0.41
```

LUMO (alpha / beta): -0.1 / 0.6 eV
HOMO-LUMO gap (alpha / beta): 7.27 / 8.16 eV
Highest occupied orbital energy (alpha / beta): -7.3 / -7.5 eV
Total charge: 0



Most stable: one. Least stable: two.



one | Density functional theory data (ωB97M-V/def2-TZVPD) for C2H6N2OS in the gas phase.

XYZ file:
```
12
Properties=species:S:1:pos:R:3:mulliken_charge:R:1
N 1.286 -0.401 -0.586 -0.56
N 0.501 -0.997 0.371 -0.08
C -0.650 -0.408 0.764 0.27
S -1.519 -1.125 1.947 -0.39
C -0.913 0.974 0.141 -0.31
O -0.900 1.047 -1.268 -0.51
H 1.400 -1.065 -1.401 0.25
H 2.240 -0.171 -0.247 0.23
H 0.619 -1.937 0.705 0.20
H -1.893 1.251 0.538 0.31
H -0.173 1.711 0.556 0.23
H 0.003 1.122 -1.520 0.35
```

SMILES string: NNC(=S)CO
LUMO: 0.4 eV
HOMO-LUMO gap: 8.92 eV
Highest occupied orbital energy: -8.5 eV
Total charge: 0



two | Density functional theory data (ωB97M-V/def2-TZVPD) for C2H6N2OS in the gas phase.

XYZ file:
```
12
Properties=species:S:1:pos:R:3:mulliken_charge:R:1
C 1.841 -0.057 0.054 -0.78
N 0.436 -0.188 -0.311 -0.03
O 0.023 -1.377 0.255 -0.47
C -0.402 0.876 -0.037 0.26
N -1.641 0.918 0.234 -0.43
S -2.728 -0.479 -0.028 -0.16
H 2.403 -0.755 -0.443 0.25
H 2.095 0.970 -0.166 0.30
H 1.841 -0.138 1.156 0.35
H -0.214 -2.023 -0.515 0.36
H 0.129 1.897 -0.156 0.18
H -3.784 0.355 -0.042 0.16
```

SMILES string: CN(O)/C=N\S
LUMO: 0.7 eV
HOMO-LUMO gap: 9.13 eV
Highest occupied orbital energy: -8.4 eV
Total charge: 0



Most stable: one. Least stable: two.